Computed, not measured: C19H38Br2N4O6Sr as an isolated structure in a non-equilibrium geometry, with ωB97M-V/def2-TZVPD.

The value obtained for the relative energy (zero: lowest compared OMol25 entry of this formula, charge and spin) is 36.0 kJ/mol. The total charge is +2. Its HOMO energy is -13.413 eV. For the HOMO-LUMO gap, the calculation gives 8.657 eV. The total energy comes out at -179473.4229 eV.

Positions of all 70 atoms, in Å:
Sr 0.7039 0.5402 0.0777
C 3.1494 -0.8126 -1.4308
C 2.5838 -2.0651 -0.7717
O 1.6462 -1.6833 0.2419
C 1.9562 -2.0742 1.5804
C 2.9661 -1.1244 2.1948
O 2.4770 0.1969 1.9723
C 3.4525 1.2060 2.2323
C 2.9561 2.4992 1.6268
O 2.5969 2.2201 0.2724
C 2.3957 3.3812 -0.5332
C 1.0278 3.9894 -0.2647
O 0.0255 2.9909 -0.4944
C -0.7958 3.2289 -1.6394
C -1.4166 1.9037 -2.0536
O -0.4429 0.8593 -2.0709
C 0.3955 0.8618 -3.2259
C 1.4116 -0.2387 -3.0239
O 2.1071 0.0846 -1.8168
H 3.7746 -1.0861 -2.2837
H 3.7530 -0.2542 -0.7128
H 3.4018 -2.6547 -0.3544
H 2.0561 -2.6840 -1.5003
H 2.3211 -3.1016 1.6150
H 1.0184 -2.0099 2.1373
H 3.9445 -1.2388 1.7143
H 3.0802 -1.3302 3.2620
H 4.4045 0.9204 1.7742
H 3.6046 1.3341 3.3072
H 3.7485 3.2496 1.6671
H 2.0919 2.8632 2.1916
H 2.4551 3.0426 -1.5693
H 3.1885 4.1129 -0.3600
H 0.8695 4.8588 -0.9034
H 0.9458 4.3160 0.7739
H -0.1968 3.6469 -2.4531
H -1.5926 3.9346 -1.3928
H -1.9002 2.0046 -3.0276
H -2.1602 1.6020 -1.3210
H 0.9160 1.8195 -3.3236
H -0.1927 0.6847 -4.1291
H 2.1021 -0.2713 -3.8690
H 0.8939 -1.1988 -2.9337
Br -0.6294 2.0888 2.9115
C -2.4296 2.8167 2.9179
Br -3.3161 2.5651 1.2303
H -2.3550 3.8787 3.1076
H -2.9884 2.3020 3.6878
C -2.1446 -1.4804 1.5330
N -3.2282 -2.4348 1.6143
C -4.2951 -2.0134 0.7011
N -3.8069 -1.9386 -0.6788
C -2.7120 -0.9965 -0.7351
N -1.5729 -1.3661 0.1587
C -1.1560 -2.7386 -0.2527
N -2.2343 -3.7002 -0.1915
C -2.7420 -3.7484 1.1822
C -3.3174 -3.2601 -1.0748
H -1.3507 -1.7819 2.2235
H -2.5175 -0.4960 1.8276
H -4.6646 -1.0318 1.0055
H -5.1148 -2.7290 0.7540
H -3.0866 -0.0207 -0.4208
H -2.3403 -0.9389 -1.7606
H -0.3514 -3.0799 0.3992
H -0.7838 -2.6839 -1.2811
H -1.9430 -4.0739 1.8520
H -3.5574 -4.4688 1.2387
H -4.1357 -3.9778 -1.0293
H -2.9500 -3.2159 -2.1024

---

Computed, not measured: C19H38ClNNbO11S as an isolated structure in a non-equilibrium geometry, with ωB97M-V/def2-TZVPD.

The total charge is -1. Its HOMO energy is -4.759 eV. For the HOMO-LUMO gap, the calculation gives 6.588 eV. The total energy comes out at -69235.4125 eV.

Positions of all 72 atoms, in Å:
C -3.9075 -1.9511 2.3357
C -2.8822 -1.4747 1.3061
O -2.3815 -2.5455 0.5464
C -1.0511 -2.3655 0.0973
C -0.9740 -1.6615 -1.2757
O -0.2393 -0.4694 -1.2642
C -0.9492 0.6271 -0.7493
C -0.0362 1.8310 -0.8489
O 0.7227 1.8966 0.3328
C 2.1311 2.1476 0.0916
Nb 3.4481 0.2959 -0.2665
C 4.1169 0.2591 1.9023
C 3.0157 -0.1468 2.8859
C 2.6716 -1.6574 2.9744
S 3.8598 -2.8281 2.2635
C 5.2031 1.7212 -0.7128
C 6.2724 1.1713 -1.5570
O 7.0691 0.3692 -1.1668
Cl 6.4212 1.7344 -3.2752
N 2.9092 0.1336 -2.3364
C 3.1806 1.1001 -2.9917
O 3.0880 2.1736 -3.5289
H -3.8819 -3.0296 2.3984
H -3.6406 -1.5300 3.2976
H -4.9009 -1.5803 2.1167
H -3.3161 -0.7066 0.6630
H -2.0807 -0.9669 1.8399
H -0.4138 -1.8513 0.8154
H -0.6397 -3.3593 -0.0370
H -0.4535 -2.3225 -1.9582
H -1.9916 -1.5144 -1.6483
H -1.8712 0.7528 -1.3279
H -1.1789 0.5164 0.3093
H -0.6074 2.7495 -1.0041
H 0.5854 1.6684 -1.7289
H 2.4965 2.6337 1.0005
H 2.2561 2.9033 -0.6940
H 2.1223 -0.8506 0.2588
H 4.5276 -1.1817 -0.4835
H 4.3347 1.3132 2.1082
H 5.0534 -0.2684 2.0428
H 3.2482 0.2053 3.8922
H 2.1048 0.3587 2.5746
H 1.6939 -1.8670 2.5605
H 2.6265 -1.9254 4.0227
H 3.5044 -2.8603 0.9716
H 5.6569 2.0120 0.2291
H 4.7509 2.6216 -1.1302
C 1.5049 8.8762 -3.6972
O 0.8923 7.6786 -4.1652
C 1.6031 6.5704 -3.9100
O 2.6622 6.5404 -3.3443
O 0.9335 5.5337 -4.3891
C 1.5767 4.2594 -4.1872
H 0.8389 9.6935 -3.9617
H 1.6259 8.8505 -2.6155
H 2.4687 9.0309 -4.1797
H 1.6976 4.0500 -3.1314
H 2.5357 4.2339 -4.6916
H 0.9242 3.5101 -4.6252
C -6.9313 -6.6348 4.7839
O -7.4199 -6.7033 3.4444
C -6.7532 -5.9312 2.5845
O -5.8219 -5.2225 2.8496
O -7.2988 -6.0823 1.3799
C -6.6702 -5.3024 0.3580
H -7.5512 -7.3007 5.3776
H -5.8971 -6.9701 4.8339
H -7.0186 -5.6225 5.1742
H -5.6265 -5.5874 0.2434
H -6.7478 -4.2405 0.5825
H -7.2011 -5.5119 -0.5661

---

- Among the records above, which one has the lowest total charge?
  C19H38ClNNbO11S